No. 1
{
  "formula": "C22H26F24N3O3",
  "method": "the ωB97M-V functional and the def2-TZVPD basis",
  "gap_ev": 9.699,
  "largest_force_ev_per_a": 2.71,
  "charge": 1,
  "species": ["C", "C", "N", "C", "N", "C", "C", "C", "C", "N", "H", "H", "H", "H", "H", "H", "H", "H", "H", "H", "H", "H", "H", "H", "C", "C", "C", "F", "F", "F", "F", "O", "C", "C", "F", "F", "F", "F", "H", "H", "H", "H", "C", "C", "C", "F", "F", "F", "F", "O", "C", "C", "F", "F", "F", "F", "H", "H", "H", "H", "C", "C", "C", "F", "F", "F", "F", "O", "C", "C", "F", "F", "F", "F", "H", "H", "H", "H"],
  "xyz": [[-0.82197, 1.62346, -4.74543], [-0.83165, 2.75709, -4.37669], [-0.88103, 4.13826, -3.90563], [-2.29993, 4.61707, -4.13031], [-2.39784, 6.03473, -4.48223], [-1.75761, 6.35205, -5.80028], [-0.56099, 4.19973, -2.41792], [1.00710, 3.89387, -2.29811], [2.05024, 5.06060, -2.33077], [1.42855, 2.68605, -2.16153], [-1.08113, 0.57816, -5.09824], [-0.16315, 4.64553, -4.44503], [-2.83665, 4.49043, -3.13927], [-2.83481, 3.91711, -4.84754], [-3.40431, 6.19291, -4.63520], [-0.85517, 7.00097, -5.57544], [-2.42572, 6.87667, -6.52928], [-1.37413, 5.37422, -6.23957], [-0.80533, 5.19205, -1.95486], [-1.13422, 3.34127, -1.95379], [1.76912, 5.89585, -3.03548], [2.18401, 5.53122, -1.31181], [3.05491, 4.65812, -2.64350], [0.58359, 2.09522, -2.15456], [1.31560, 1.22303, 1.26649], [-0.20531, 1.29767, 1.50694], [-0.64969, 1.80633, 2.87956], [-0.20394, 1.03509, 3.88635], [-2.00458, 1.80046, 2.95921], [-0.75116, 0.09256, 1.23475], [-0.71085, 2.16095, 0.56455], [1.94209, -0.04576, 1.45576], [2.30151, -0.40315, 2.76451], [1.50232, -1.60054, 3.28914], [0.17039, -1.37566, 3.24611], [1.81286, -1.85502, 4.58189], [2.21806, 0.67520, 3.56737], [3.60830, -0.73369, 2.71843], [1.46445, 1.42991, 0.20436], [1.85624, 2.02203, 1.77899], [-0.30943, 2.83239, 3.04757], [1.71046, -2.49601, 2.69987], [-0.02902, -2.62089, 9.15918], [-1.37598, -1.99693, 9.57445], [-2.57746, -2.94261, 9.60036], [-2.83316, -3.48988, 8.39652], [-3.69622, -2.26275, 9.95980], [-1.61967, -0.91904, 8.79282], [-1.21084, -1.51231, 10.83984], [0.37375, -2.46507, 7.79588], [-0.13873, -3.37168, 6.85831], [-1.07083, -2.70388, 5.83852], [-2.09735, -2.06650, 6.43960], [-1.61713, -3.62690, 5.00774], [-0.71843, -4.40418, 7.50088], [0.93397, -3.88957, 6.21417], [0.73753, -2.08109, 9.71861], [0.06602, -3.65673, 9.49195], [-2.42808, -3.74721, 10.32585], [-0.53028, -1.97595, 5.23657], [0.01284, -3.10057, -6.45852], [0.01025, -2.48877, -5.04284], [1.30881, -1.80837, -4.60580], [2.35427, -2.64915, -4.59213], [1.17958, -1.33083, -3.33858], [-0.37084, -3.43184, -4.15879], [-0.98017, -1.53387, -5.02412], [0.27052, -4.49890, -6.56591], [1.61189, -4.91443, -6.57048], [1.97770, -5.74126, -5.33330], [1.73042, -5.06672, -4.19007], [3.29708, -6.04095, -5.33745], [2.41582, -3.84683, -6.74494], [1.76373, -5.67909, -7.67076], [-1.00771, -2.99591, -6.83338], [0.62300, -2.52288, -7.15691], [1.54842, -0.96276, -5.25824], [1.40712, -6.67211, -5.30822]]
}

***

No. 2
{
  "formula": "C3H10N3O2",
  "method": "the ωB97M-V functional and the def2-TZVPD basis",
  "gap_ev": [8.050, 8.053],
  "largest_force_ev_per_a": 4.41,
  "smiles": "CN(C[C@@H](N)O)[NH+]=O",
  "charge": 1,
  "species": ["C", "C", "C", "N", "N", "N", "O", "O", "H", "H", "H", "H", "H", "H", "H", "H", "H", "H"],
  "xyz": [[-0.33149, -1.24634, 1.69471], [0.24722, 1.05118, -0.86564], [0.37772, -0.60050, -0.65294], [1.89473, -0.82995, 1.02788], [-1.05221, 1.53431, -1.27536], [0.64260, -0.94136, 0.69000], [2.25276, -0.87227, 2.19846], [0.46885, 1.29268, 0.52877], [-0.69320, -0.24213, 2.15832], [-1.15373, -1.82177, 1.31550], [0.35239, -1.71669, 2.53681], [0.93196, 1.52605, -1.60053], [2.63961, -0.66124, 0.35165], [0.94906, -1.04542, -1.44238], [-0.55007, -1.13626, -1.00355], [-1.42762, 1.16171, -2.15451], [-1.68253, 1.38351, -0.50607], [0.37636, 2.22455, 0.70961]]
}

***

No. 3
{
  "formula": "C14H11AuN2O5Se",
  "method": "the ωB97M-V functional and the def2-TZVPD basis",
  "gap_ev": 7.558,
  "largest_force_ev_per_a": 0.33,
  "charge": 0,
  "species": ["Au", "O", "C", "C", "C", "C", "C", "C", "C", "O", "N", "O", "O", "H", "H", "H", "H", "C", "C", "O", "H", "H", "H", "Se", "C", "C", "C", "N", "C", "C", "H", "H", "H", "H"],
  "xyz": [[-0.43825, -0.51015, 0.74643], [1.71138, -0.13027, 1.10543], [2.28524, 0.94603, 0.91536], [1.73060, 2.17532, 0.42561], [2.64657, 3.23579, 0.29661], [2.23462, 4.44816, -0.16076], [0.89459, 4.67225, -0.51267], [-0.01198, 3.65999, -0.39473], [0.36167, 2.36975, 0.07812], [-0.57499, 1.48318, 0.16009], [3.21419, 5.53890, -0.28628], [4.36543, 5.30652, 0.02819], [2.81092, 6.60924, -0.69763], [3.35931, 0.97315, 1.14157], [3.68618, 3.09179, 0.56118], [0.60079, 5.64777, -0.87328], [-1.05067, 3.80819, -0.65852], [-3.08960, 0.49598, -0.17884], [-2.44314, -0.77475, 0.31434], [-3.00136, -1.80235, 0.43796], [-4.12839, 0.27131, -0.40771], [-2.55805, 0.86753, -1.05356], [-3.00730, 1.26746, 0.58595], [-0.03515, -2.66679, 1.73595], [-0.60191, -4.02518, 0.52346], [-1.89342, -4.53332, 0.52084], [-2.19071, -5.57532, -0.34646], [-1.30508, -6.13518, -1.17117], [-0.06440, -5.64771, -1.14289], [0.33326, -4.59738, -0.32816], [-2.64694, -4.13823, 1.18087], [-3.19548, -5.98451, -0.37491], [0.65121, -6.11518, -1.81123], [1.35086, -4.23200, -0.35922]]
}

***

No. 4
{
  "formula": "C2H3HgO2P",
  "method": "the ωB97M-V functional and the def2-TZVPD basis",
  "gap_ev": [8.163, 6.294],
  "largest_force_ev_per_a": 3.01,
  "spin_multiplicity": 3,
  "charge": 0,
  "species": ["H", "P", "O", "C", "H", "C", "O", "Hg", "H"],
  "xyz": [[1.89777, -0.95285, -0.93396], [-2.51115, 0.40209, 0.93978], [-0.88063, 0.49446, 0.29683], [-0.21956, -0.54345, -0.36092], [-0.31603, -1.51647, 0.15434], [1.24196, -0.19650, -0.45162], [1.70926, 0.75798, 0.13145], [-0.28649, 2.21214, 1.60158], [-0.63514, -0.65741, -1.37748]]
}

***

No. 5
{
  "formula": "C17H28LuNO2P2Te",
  "method": "the ωB97M-V functional and the def2-TZVPD basis",
  "gap_ev": [6.103, 5.544],
  "largest_force_ev_per_a": 1.66,
  "charge": 2,
  "species": ["Lu", "P", "C", "C", "N", "C", "C", "C", "C", "C", "P", "H", "H", "H", "H", "H", "H", "H", "H", "O", "H", "H", "O", "H", "C", "H", "H", "H", "C", "H", "H", "H", "C", "H", "H", "H", "C", "H", "H", "H", "Te", "C", "C", "C", "C", "C", "C", "H", "H", "H", "H", "H"],
  "xyz": [[-0.38261, 0.19359, 0.14303], [1.61510, 0.31772, 1.94471], [2.72283, 1.40173, 0.89846], [2.55139, 1.35843, -0.62450], [1.40907, 0.92212, -1.23002], [1.35101, 0.86363, -2.58732], [2.40447, 1.31272, -3.36965], [3.53303, 1.85338, -2.76105], [3.60578, 1.86013, -1.37187], [0.14614, 0.26659, -3.30548], [-1.44690, 0.31074, -2.36981], [4.45208, 2.29993, -0.84192], [2.27822, 1.29264, -4.45113], [4.33198, 2.27889, -3.36060], [-0.01023, 0.78429, -4.26315], [0.33563, -0.78644, -3.55539], [2.56215, 2.41458, 1.27208], [3.76676, 1.09764, 1.17293], [0.21408, 4.06284, 1.09237], [0.91778, 4.64525, 1.40284], [1.38936, 4.90671, 0.59135], [-1.68772, 0.59264, 1.56306], [-1.16142, 2.07784, 0.43556], [-1.84925, 2.35887, 1.06834], [-2.06334, 1.99764, -2.72019], [-2.06897, 2.15021, -3.80632], [-3.08155, 2.08719, -2.32076], [-1.43180, 2.74770, -2.22716], [-2.62621, -0.72077, -3.29586], [-3.60297, -0.61721, -2.81013], [-2.68923, -0.36493, -4.32709], [-2.32362, -1.76970, -3.25782], [2.85487, -0.90814, 2.44895], [3.62658, -0.41501, 3.05472], [2.35730, -1.69538, 3.02597], [3.30603, -1.34989, 1.55338], [1.42751, 1.31936, 3.46473], [0.78602, 0.77815, 4.17399], [2.40264, 1.50974, 3.93204], [0.94545, 2.27121, 3.20517], [0.11425, -2.56305, -0.95645], [-1.16488, -3.27067, 0.55015], [-0.65553, -3.66089, 1.80801], [-1.56556, -4.02726, 2.80542], [-2.94749, -4.01556, 2.55482], [-3.42809, -3.66017, 1.28378], [-2.54477, -3.29854, 0.26225], [0.42199, -3.63688, 1.97823], [-1.20305, -4.32380, 3.78999], [-3.65263, -4.27391, 3.35259], [-4.50047, -3.66925, 1.09201], [-2.88590, -3.00010, -0.73008]]
}

***

No. 6
{
  "formula": "C5H6O",
  "method": "the ωB97M-V functional and the def2-TZVPD basis",
  "gap_ev": 8.767,
  "largest_force_ev_per_a": 1.07,
  "charge": 0,
  "species": ["O", "C", "C", "C", "C", "C", "H", "H", "H", "H", "H", "H"],
  "xyz": [[2.14981, 1.33670, -1.00942], [1.75896, 1.76520, 0.01144], [0.32445, 0.48963, 0.73423], [-0.33051, -0.00170, -0.54267], [-1.08759, -1.24558, -0.35270], [-1.70201, -2.26565, -0.16928], [1.15382, 1.89809, 0.92123], [-0.40135, 0.87742, 1.46099], [0.93688, -0.28311, 1.21225], [-1.00173, 0.76716, -0.94752], [0.44815, -0.16806, -1.30158], [-2.24888, -3.17009, -0.01698]]
}